i | Below is a gas-phase ion, C7H12NO2 (charge +1), with properties calculated with ωB97M-V/def2-TZVPD.

Geometry (Å):
C  3.577  0.547  0.426
C  3.422  -0.780  -0.333
O  2.074  -1.269  0.125
C  1.078  -0.574  -0.065
N  -0.001  -0.156  -0.101
C  -1.235  0.352  -0.537
C  -2.202  1.161  0.407
C  -3.286  0.169  0.784
O  -2.753  -1.146  0.500
C  -2.081  -0.965  -0.672
H  3.083  0.612  1.454
H  4.670  0.704  0.627
H  3.065  1.469  -0.087
H  4.246  -1.371  0.046
H  3.539  -0.523  -1.320
H  -1.147  0.761  -1.561
H  -1.576  1.608  1.105
H  -2.460  1.939  -0.363
H  -4.268  0.184  0.296
H  -3.465  0.061  1.798
H  -1.480  -1.757  -0.916
H  -2.799  -1.027  -1.612

Output
- SMILES = CCOC#[N+][C@@H]1CCOC1
- charge = +1



ii | Below is a gas-phase ion, C7H12NO2 (charge +1), with properties calculated with ωB97M-V/def2-TZVPD.

Geometry (Å):
C  0.136  1.671  0.178
C  -1.246  1.518  -0.075
C  1.346  0.913  0.212
C  -2.013  0.322  -0.171
C  1.918  0.131  -0.952
C  2.525  -1.104  1.244
C  -3.928  -0.885  -0.540
N  1.477  -0.606  0.291
O  3.259  0.147  -0.980
O  -3.280  0.332  -0.501
H  0.502  2.760  0.090
H  -1.792  2.363  -0.455
H  2.213  1.287  0.794
H  -1.666  -0.629  0.178
H  3.168  -1.694  0.494
H  3.086  -0.330  1.544
H  2.300  -1.670  2.119
H  -4.825  -0.897  0.073
H  -3.308  -1.618  -0.173
H  -4.079  -1.088  -1.580
H  0.602  -1.238  0.108
H  3.606  0.317  -1.902

Output
- charge = +1



Stability check: which of them is most stable? i.



i | Below is a single C3H4N2OS molecule, with properties calculated with ωB97M-V/def2-TZVPD.

Geometry (Å):
H  -0.695  -2.498  1.264
N  0.044  -1.717  1.125
C  -0.611  -0.870  0.337
N  0.088  0.240  -0.115
C  1.128  0.807  0.619
O  1.632  1.846  0.334
C  -0.302  0.817  -1.288
S  -1.621  0.512  -2.136
H  -1.606  -1.018  -0.081
H  1.555  0.183  1.440
H  0.389  1.698  -1.498

Output
- SMILES = [H]/N=C/N(C=O)C=S
- charge = 0



ii | Below is 2 unconnected molecules or ions with the total composition C3H4N2OS, with properties calculated with ωB97M-V/def2-TZVPD.

Geometry (Å):
C  -0.563  0.888  0.531
C  -1.880  0.420  0.208
C  0.143  0.135  -0.350
N  -0.456  -0.837  -0.964
N  -1.714  -0.593  -0.717
O  3.258  -0.244  0.821
S  2.957  0.198  -0.704
H  -0.171  1.733  0.935
H  -2.829  0.770  0.445
H  -2.287  -1.308  -1.120
H  3.541  -1.163  0.916

Output
- charge = 0



iii | Below is a molecular structure, C3H4N2OS, with properties calculated with ωB97M-V/def2-TZVPD.

Geometry (Å):
C  -0.723  -1.162  -0.297
C  0.689  0.980  0.011
C  0.913  -0.807  1.433
H  -2.330  0.376  -0.763
H  -0.398  -2.339  -0.151
H  1.412  1.632  0.554
H  1.473  -0.064  2.101
N  -1.665  -0.732  -0.913
N  0.236  -0.234  0.370
O  0.845  -2.026  1.633
S  -0.137  1.831  -1.118

Output
- charge = 0



Stability check: which of them is most stable? i.